1.
This record from OMol25 describes 2 unconnected molecules or ions with the total composition C2H3F2P at a distorted geometry. The level of theory is the ωB97M-V functional and the def2-TZVPD basis.

The geometry in ORCA input format:
```
! RIJCOSX wB97M-V def2-TZVPD def2/J DEFGRID3
* xyz 0 1
P 0.25111 0.94255 0.97386
F 2.38620 0.19148 -0.72263
F -2.40199 0.88593 -0.81219
C 1.23520 0.20050 -0.11353
C 0.33406 -0.84689 0.38860
H 0.64013 -1.67867 1.22230
H -0.49005 -1.34256 -0.33934
H -1.95467 1.64766 -0.59707
*
```

- structure (SMILES) = FC1=PC1.F
- Kohn-Sham gap (eV) = 9.1
- energy relative to the best compared isomer or geometry (same formula, charge and spin) (kJ/mol) = 336.58
- electronic energy (hartree) = -618.979086
- E_HOMO (hartree) = -0.337

2.
This record from OMol25 describes a gas-phase ion, C10H15N2 (charge +1) at a distorted geometry. The level of theory is the ωB97M-V functional and the def2-TZVPD basis.

The geometry in ORCA input format:
```
! RIJCOSX wB97M-V def2-TZVPD def2/J DEFGRID3
* xyz 1 1
N -0.11035 1.92438 -1.33502
N -2.55148 -2.47790 1.84386
C -0.16681 -1.03200 0.74148
C -1.30078 -2.97012 1.73953
C -0.12058 -2.36324 1.25785
C 1.06771 -0.29184 0.20311
C 0.87141 2.31513 -0.28370
C 0.24984 0.69847 -2.11256
C 1.17929 1.18987 0.75660
C 1.19555 -0.29076 -1.36092
C -2.54276 -1.21999 1.36323
C -1.48717 -0.46857 0.81064
H -0.69361 0.18521 -2.39483
H 1.95968 -0.83355 0.59371
H 0.60229 1.28060 1.70177
H -1.67713 0.55277 0.43544
H -3.52792 -0.70673 1.41671
H 2.24232 0.03825 -1.58084
H 1.12178 -1.32534 -1.76277
H -1.05729 1.88749 -0.94012
H 0.83166 -2.91992 1.26659
H 2.24603 1.32782 1.05163
H -1.19652 -4.01897 2.09248
H 1.83032 2.69142 -0.69306
H 0.42211 3.17071 0.27343
H 0.74902 0.95433 -3.07483
H -0.13662 2.70249 -2.00941
*
```

- structure (SMILES) = c1cc(C2CC[NH2+]CC2)ccn1
- Kohn-Sham gap (eV) = 9.2
- energy relative to the best compared isomer or geometry (same formula, charge and spin) (kJ/mol) = 172.73
- electronic energy (hartree) = -499.286614
- E_HOMO (hartree) = -0.464

What did the second record say?
This record from OMol25 describes a gas-phase ion, C10H15N2 (charge +1) at a distorted geometry. The level of theory is the ωB97M-V functional and the def2-TZVPD basis.

The geometry in ORCA input format:
```
! RIJCOSX wB97M-V def2-TZVPD def2/J DEFGRID3
* xyz 1 1
N -0.11035 1.92438 -1.33502
N -2.55148 -2.47790 1.84386
C -0.16681 -1.03200 0.74148
C -1.30078 -2.97012 1.73953
C -0.12058 -2.36324 1.25785
C 1.06771 -0.29184 0.20311
C 0.87141 2.31513 -0.28370
C 0.24984 0.69847 -2.11256
C 1.17929 1.18987 0.75660
C 1.19555 -0.29076 -1.36092
C -2.54276 -1.21999 1.36323
C -1.48717 -0.46857 0.81064
H -0.69361 0.18521 -2.39483
H 1.95968 -0.83355 0.59371
H 0.60229 1.28060 1.70177
H -1.67713 0.55277 0.43544
H -3.52792 -0.70673 1.41671
H 2.24232 0.03825 -1.58084
H 1.12178 -1.32534 -1.76277
H -1.05729 1.88749 -0.94012
H 0.83166 -2.91992 1.26659
H 2.24603 1.32782 1.05163
H -1.19652 -4.01897 2.09248
H 1.83032 2.69142 -0.69306
H 0.42211 3.17071 0.27343
H 0.74902 0.95433 -3.07483
H -0.13662 2.70249 -2.00941
*
```

- structure (SMILES) = c1cc(C2CC[NH2+]CC2)ccn1
- Kohn-Sham gap (eV) = 9.2
- energy relative to the best compared isomer or geometry (same formula, charge and spin) (kJ/mol) = 172.73
- electronic energy (hartree) = -499.286614
- E_HOMO (hartree) = -0.464

Q: Among the records above, which one has the lowest energy relative to the best compared isomer or geometry (same formula, charge and spin)?
A: C10H15N2

Q: Among the records above, which one has the highest Kohn-Sham gap?
A: C10H15N2